C27H40Br2CaClFNNaO9P as an isolated structure in a non-equilibrium geometry. Source: OMol25; level of theory: wB97M-V/def2-TZVPD.

## Properties
* total charge: +1
* multiplicity: 1

Atoms and positions in Å:
O -0.16178 2.92389 -5.37826
C 0.44051 1.72474 -5.14933
O 1.91957 1.68898 -4.89780
C -0.39994 0.28569 -5.10320
C -1.32489 0.17356 -3.72706
C -1.18919 -1.16199 -2.78380
O -1.04807 -0.76223 -1.34415
P -1.12303 1.00779 -1.22071
F -2.88628 0.82158 -1.41209
C 0.67905 0.83110 -0.57950
C 1.76415 -0.31127 -1.10766
C 3.26332 -0.30581 -0.36715
C 3.49350 0.81614 0.80441
N 2.53482 1.87129 1.27869
C 1.19565 1.84561 0.59824
O -0.75201 1.25614 -2.90583
H 2.15366 2.37136 -4.18474
H -1.03176 0.25348 -6.08926
H 0.39951 -0.57993 -5.01478
H -2.42285 0.26136 -4.12653
H -0.25208 -1.80581 -3.13828
H -2.04376 -1.97433 -2.84411
H -1.45600 0.79056 0.19387
H -1.21336 2.43479 -0.91302
H 1.47599 -1.07440 -1.94712
H 4.08273 -1.09363 -0.64890
H 4.55550 0.78417 1.35034
H 0.39591 2.64808 0.97689
C 2.11221 7.22517 6.16056
C 2.40742 5.73315 6.15284
C 2.74488 5.18868 4.76216
C 1.62748 5.30973 3.71860
C 0.30559 4.63461 4.09266
C 0.42532 3.12891 4.27042
H 1.23091 7.46583 5.55915
H 1.91816 7.56435 7.18320
H 2.96280 7.79307 5.77151
H 1.56011 5.18845 6.58310
H 3.26135 5.54533 6.81476
H 3.04021 4.13742 4.86079
H 3.63003 5.71421 4.38187
H 1.99112 4.88139 2.77613
H 1.43555 6.36815 3.51255
H -0.42118 4.83318 3.29575
H -0.10870 5.08023 5.00361
H 0.80205 2.65692 3.35737
H -0.55577 2.69771 4.49390
H 1.09589 2.87140 5.09533
C -4.41107 -5.71172 -4.95147
C -3.67704 -4.39167 -4.82994
C -3.98254 -3.42580 -5.93467
O -2.82582 -2.60728 -5.94473
C -1.80185 -3.39597 -5.49341
O -0.62088 -3.09176 -5.55158
O -2.27692 -4.56688 -4.97613
H -4.39827 -6.08215 -5.98227
H -3.93290 -6.47928 -4.33489
H -5.45521 -5.60631 -4.64015
H -3.85511 -3.95182 -3.84110
H -4.87983 -2.83106 -5.74035
H -4.07283 -3.90107 -6.91787
C 2.29718 -4.49019 -3.07521
C 1.87770 -5.75228 -2.94291
C 1.78757 -6.39456 -1.61680
O 1.40564 -7.55033 -1.49497
C 2.17716 -5.58806 -0.44310
C 2.59663 -4.32597 -0.57540
C 2.68677 -3.68369 -1.90150
O 3.06870 -2.52793 -2.02334
H 2.36985 -4.00432 -4.04056
H 1.58769 -6.35674 -3.79399
H 2.10449 -6.07393 0.52225
H 2.88664 -3.72151 0.27569
Na -2.89921 -0.31809 1.00968
Ca 1.29760 -1.92356 0.49801
Cl -2.68704 -3.07793 -1.49560
Br -2.37547 -0.50269 4.40421
C -2.91707 0.45938 6.01241
C -1.85938 0.36532 7.08730
Br -1.89631 -1.37749 7.96227
H -3.88461 0.05167 6.31741
H -3.04982 1.49656 5.69115
H -2.05534 1.08774 7.88495
H -0.84348 0.51258 6.71119

The computed Mulliken charges, all in e, follow: number 1, O, carries -0.543; number 2, C, carries 0.425; number 3, O, carries -0.479; number 4, C, carries -0.340; number 5, C, carries 0.492; number 6, C, carries 0.401; number 7, O, carries -0.237; number 8, P, carries 0.459; number 9, F, carries -0.464; number 10, C, carries 0.628; number 11, C, carries -1.073; number 12, C, carries -0.022; number 13, C, carries -0.347; number 14, N, carries -0.211; number 15, C, carries -0.561; number 16, O, carries -0.411; number 17, H, carries 0.339; number 18, H, carries 0.365; number 19, H, carries 0.152; number 20, H, carries 0.162; number 21, H, carries -0.187; number 22, H, carries -0.400; number 23, H, carries -0.549; number 24, H, carries 0.171; number 25, H, carries 0.497; number 26, H, carries 0.348; number 27, H, carries 0.302; number 28, H, carries 0.264; number 29, C, carries -1.200; number 30, C, carries -0.358; number 31, C, carries -0.701; number 32, C, carries -0.634; number 33, C, carries -0.516; number 34, C, carries -0.568; number 35, H, carries 0.289; number 36, H, carries 0.377; number 37, H, carries 0.295; number 38, H, carries 0.223; number 39, H, carries 0.356; number 40, H, carries 0.305; number 41, H, carries 0.382; number 42, H, carries 0.258; number 43, H, carries 0.357; number 44, H, carries 0.344; number 45, H, carries 0.355; number 46, H, carries -0.070; number 47, H, carries 0.195; number 48, H, carries 0.331; number 49, C, carries -1.556; number 50, C, carries 0.752; number 51, C, carries -0.539; number 52, O, carries -0.288; number 53, C, carries 0.680; number 54, O, carries -0.555; number 55, O, carries -0.305; number 56, H, carries 0.343; number 57, H, carries 0.373; number 58, H, carries 0.390; number 59, H, carries 0.058; number 60, H, carries 0.329; number 61, H, carries 0.304; number 62, C, carries -0.376; number 63, C, carries -0.433; number 64, C, carries 0.229; number 65, O, carries -0.494; number 66, C, carries -0.661; number 67, C, carries -0.924; number 68, C, carries 0.336; number 69, O, carries -0.500; number 70, H, carries 0.460; number 71, H, carries 0.455; number 72, H, carries 0.473; number 73, H, carries 1.476; number 74, Na, carries 0.865; number 75, Ca, carries 1.608; number 76, Cl, carries -0.724; number 77, Br, carries -0.132; number 78, C, carries -0.640; number 79, C, carries -0.558; number 80, Br, carries -0.112; number 81, H, carries 0.448; number 82, H, carries 0.348; number 83, H, carries 0.393; number 84, H, carries 0.277

---

A 6-piece molecular cluster, C35H74Br2FN7O5P overall in a non-equilibrium geometry. Source: OMol25; level of theory: wB97M-V/def2-TZVPD.

## Properties
* total charge: +1
* multiplicity: 1

Atoms and positions in Å:
C 1.83090 1.91312 2.61674
C 0.55988 1.88824 1.67409
Br -1.04295 1.14326 2.52864
C 0.29435 3.28482 0.93879
Br 0.67971 4.85630 2.06281
N -1.02469 3.30590 0.26682
C -1.01821 2.84487 -1.04167
F -0.00212 2.37850 -1.80456
C -2.37005 2.87970 -1.55328
N -3.06193 3.38681 -0.45020
C -4.53899 3.54169 -0.56581
C -5.17295 2.36653 0.29048
C -6.14313 2.56253 1.35738
C -6.63850 1.35909 2.06047
C -6.17675 0.01148 1.69396
C -5.19463 -0.19210 0.61252
C -4.71884 1.00425 -0.07790
C -2.31041 3.67206 0.67992
P -2.78212 4.32798 2.36577
C -4.05802 5.72996 2.20020
C -3.65652 3.02883 3.41504
H 2.37563 0.94160 2.41823
H 2.56416 2.71810 2.33436
H 1.57788 1.91076 3.70728
H 0.82720 1.18331 0.83162
H 1.06148 3.31464 0.11253
H -2.71988 2.55236 -2.55185
H -4.86809 4.55007 -0.22264
H -4.82185 3.31232 -1.62901
H -6.48061 3.58995 1.65225
H -7.37878 1.42463 2.90006
H -6.56143 -0.91145 2.20059
H -4.79806 -1.18277 0.29606
H -3.99444 0.83638 -0.91931
H -4.19841 6.05151 1.13642
H -5.04711 5.32374 2.56483
H -3.77899 6.62488 2.80785
H -3.00285 2.87592 4.32082
H -4.67331 3.38895 3.74034
H -3.70174 2.06539 2.84832
C 0.12136 -3.96394 -1.23561
C -1.36672 -3.96498 -1.57034
C -1.89662 -2.58602 -2.00243
O -2.10179 -1.67391 -0.92745
C -0.93471 -0.99106 -0.51024
N -2.11139 -4.50007 -0.42226
H 0.33320 -3.50036 -0.27078
H 0.49826 -4.98809 -1.18593
H 0.69560 -3.43750 -2.00293
H -1.50694 -4.64592 -2.41461
H -2.88288 -2.73160 -2.45348
H -1.26498 -2.13756 -2.77778
H -0.26048 -0.77656 -1.34643
H -0.41596 -1.56797 0.25956
H -1.24076 -0.04403 -0.06021
H -3.09258 -4.58350 -0.67959
H -2.11169 -3.78189 0.30156
C 5.91783 -0.12221 6.59967
C 5.51550 0.34065 5.20300
C 4.94889 1.77239 5.17001
O 3.60834 1.88257 5.63020
C 3.47380 1.96835 7.04040
N 4.57058 -0.62911 4.63344
H 5.05781 -0.37215 7.22220
H 6.53569 -1.02035 6.53645
H 6.50189 0.64496 7.11358
H 6.42135 0.33469 4.58850
H 4.92610 2.09938 4.12491
H 5.60075 2.47627 5.70097
H 4.30004 2.51742 7.49946
H 3.39371 0.97014 7.47518
H 2.54419 2.49696 7.25776
H 4.37402 -0.36562 3.67005
H 3.67812 -0.49624 5.10695
C 2.44953 2.00194 -5.27580
C 3.96854 1.96928 -5.13175
C 4.45142 2.16449 -3.68213
O 4.40278 3.50891 -3.22204
C 3.13613 3.92448 -2.75150
N 4.55307 2.96431 -6.03726
H 2.04323 3.01175 -5.20140
H 2.15428 1.61199 -6.25255
H 1.96988 1.38146 -4.51311
H 4.30145 0.97777 -5.45494
H 5.50721 1.88119 -3.63964
H 3.92261 1.49750 -2.98882
H 2.59428 3.11193 -2.25594
H 2.54221 4.33111 -3.57323
H 3.29144 4.72823 -2.02876
H 5.56652 2.87902 -6.00592
H 4.37640 3.88294 -5.63412
C -2.44310 -2.04104 -6.49305
C -1.06356 -2.02725 -5.84181
C 0.07182 -1.65878 -6.81527
O 0.45714 -2.70766 -7.68796
C -0.35332 -2.84397 -8.84438
N -0.82697 -3.32686 -5.20083
H -2.60090 -2.91821 -7.12094
H -3.22272 -2.05420 -5.72733
H -2.59638 -1.14892 -7.10531
H -1.08420 -1.25957 -5.05943
H 0.96305 -1.43305 -6.22022
H -0.16253 -0.74834 -7.38107
H -0.71292 -1.87826 -9.21047
H -1.19465 -3.51007 -8.64201
H 0.25152 -3.30605 -9.62556
H 0.05464 -3.28298 -4.69320
H -0.64407 -4.00151 -5.94202
C 0.72239 -5.55239 4.85143
C 0.48196 -5.57299 3.34493
C 0.94775 -4.29101 2.63167
O 0.07183 -3.18007 2.79094
C 0.25123 -2.45176 3.99507
N -0.93790 -5.84729 3.09223
H 0.01216 -4.91520 5.38034
H 0.61580 -6.55758 5.26452
H 1.73286 -5.20559 5.08267
H 1.06699 -6.40334 2.93690
H 0.96673 -4.49563 1.55736
H 1.97281 -4.02092 2.91474
H 1.29990 -2.41888 4.30506
H -0.36640 -2.87422 4.79032
H -0.09228 -1.43174 3.81770
H -1.07812 -5.94900 2.08826
H -1.45582 -5.00116 3.32283

These are the Mulliken partial charges, in e, on atoms 1 to 99: number 1, C, carries -1.355; number 2, C, carries 0.881; number 3, Br, carries -0.095; number 4, C, carries -1.014; number 5, Br, carries -0.006; number 6, N, carries 0.740; number 7, C, carries 0.185; number 8, F, carries -0.203; number 9, C, carries -0.528; number 10, N, carries 0.266; number 11, C, carries -1.089; number 12, C, carries 0.651; number 13, C, carries -0.451; number 14, C, carries -0.543; number 15, C, carries -0.451; number 16, C, carries -0.504; number 17, C, carries -0.037; number 18, C, carries 0.074; number 19, P, carries 0.363; number 20, C, carries -1.012; number 21, C, carries -0.859; number 22, H, carries 0.272; number 23, H, carries 0.401; number 24, H, carries 0.388; number 25, H, carries 0.073; number 26, H, carries 0.245; number 27, H, carries 0.448; number 28, H, carries 0.295; number 29, H, carries 0.412; number 30, H, carries 0.434; number 31, H, carries 0.351; number 32, H, carries 0.374; number 33, H, carries 0.403; number 34, H, carries 0.167; number 35, H, carries 0.331; number 36, H, carries 0.253; number 37, H, carries 0.367; number 38, H, carries 0.381; number 39, H, carries 0.420; number 40, H, carries -0.047; number 41, C, carries -0.912; number 42, C, carries 0.177; number 43, C, carries -0.394; number 44, O, carries -0.261; number 45, C, carries 0.446; number 46, N, carries -0.650; number 47, H, carries -0.228; number 48, H, carries 0.402; number 49, H, carries 0.301; number 50, H, carries 0.515; number 51, H, carries 0.364; number 52, H, carries 0.039; number 53, H, carries 0.348; number 54, H, carries -0.029; number 55, H, carries -0.700; number 56, H, carries 0.273; number 57, H, carries 0.271; number 58, C, carries -1.464; number 59, C, carries 0.346; number 60, C, carries -0.735; number 61, O, carries -0.216; number 62, C, carries -0.779; number 63, N, carries -0.678; number 64, H, carries 0.271; number 65, H, carries 0.373; number 66, H, carries 0.358; number 67, H, carries 0.425; number 68, H, carries 0.303; number 69, H, carries 0.442; number 70, H, carries 0.331; number 71, H, carries 0.266; number 72, H, carries 0.238; number 73, H, carries 0.240; number 74, H, carries 0.307; number 75, C, carries -1.295; number 76, C, carries 0.410; number 77, C, carries -0.692; number 78, O, carries -0.439; number 79, C, carries -0.451; number 80, N, carries -0.731; number 81, H, carries 0.275; number 82, H, carries 0.341; number 83, H, carries 0.241; number 84, H, carries 0.400; number 85, H, carries 0.389; number 86, H, carries 0.312; number 87, H, carries 0.070; number 88, H, carries 0.236; number 89, H, carries 0.357; number 90, H, carries 0.278; number 91, H, carries 0.311; number 92, C, carries -1.602; number 93, C, carries 0.795; number 94, C, carries -0.703; number 95, O, carries -0.415; number 96, C, carries -0.666; number 97, N, carries -0.545; number 98, H, carries 0.301; number 99, H, carries 0.331

---

Total energy for every record listed, in sequence, given in hartree: -8673.50019 -7726.29283.